Model i:
{
  "formula": "C4H4N2O2",
  "method": "the ωB97M-V functional and the def2-TZVPD basis",
  "symbols": ["C", "C", "C", "C", "N", "N", "O", "O", "H", "H", "H", "H"],
  "positions_angstrom": [[0.1948, -2.7670, -0.1750], [-0.1850, 0.9499, -0.0596], [0.0603, -0.8618, -0.2967], [-0.2294, 2.3186, 0.3215], [0.1362, -2.0390, -1.2450], [-1.0588, 0.0335, -0.2599], [0.0560, -1.8361, 0.7754], [1.0772, 0.1475, -0.1775], [0.4122, -3.7808, -0.1668], [0.2003, 2.8491, -0.4382], [0.5757, 2.4612, 1.0496], [-1.2396, 2.5247, 0.6723]],
  "homo_lumo_gap_ev": 10.91
}

Model ii:
{
  "formula": "C4H4N2O2",
  "method": "the ωB97M-V functional and the def2-TZVPD basis",
  "symbols": ["N", "C", "C", "C", "O", "C", "N", "O", "H", "H", "H", "H"],
  "positions_angstrom": [[0.3290, 1.2326, -2.3549], [-0.3997, 1.6145, -1.2478], [-1.0473, 1.4350, 0.0881], [-0.5666, -0.1645, 0.0045], [-1.5082, -0.9405, 0.1141], [0.9709, -0.6113, 0.1093], [1.2233, -1.9069, 0.3033], [1.7185, 0.4061, 0.2661], [-0.6695, 1.9089, 1.0956], [-2.1878, 1.5989, 0.0858], [1.9102, -2.3020, 1.2554], [0.2273, -2.2708, 0.2804]],
  "smiles": "N#CCC(=O)C(N)=O",
  "homo_lumo_gap_ev": 9.35
}

List of relative energies, unit hartree: model i 0.0000; model ii 0.0594

Model i:
{
  "formula": "C4H4N2O2",
  "method": "the ωB97M-V functional and the def2-TZVPD basis",
  "symbols": ["O", "C", "O", "N", "C", "C", "C", "N", "H", "H", "H", "H"],
  "positions_angstrom": [[-2.7329, -0.4167, -0.1335], [-1.4928, 0.1068, 0.0391], [-1.5756, 1.4419, 0.0686], [-0.2447, 2.0462, 0.0087], [0.4351, 1.0530, -0.4463], [-0.1278, -0.3028, -0.5886], [1.2137, -0.8600, 0.1611], [1.8213, 0.6179, -0.2396], [-2.7618, -1.3617, -0.3050], [1.2509, -1.2327, 1.3460], [1.7664, -1.7298, -0.4307], [2.4483, 0.6379, 0.5202]],
  "smiles": "Oc1onc2c1CN2",
  "homo_lumo_gap_ev": 8.90
}

Model ii:
{
  "formula": "C4H4N2O2",
  "method": "the ωB97M-V functional and the def2-TZVPD basis",
  "symbols": ["O", "C", "C", "N", "N", "C", "C", "O", "H", "H", "H", "H"],
  "positions_angstrom": [[0.1843, 2.2198, -0.0375], [0.7188, 1.1075, -0.0522], [2.0008, 0.3127, -0.1352], [1.8426, -0.9264, -0.0639], [0.5472, -1.2542, -0.1367], [-0.2241, -0.0656, 0.0623], [-1.5073, 0.3211, -0.0484], [-2.7567, -0.2578, -0.1560], [2.9667, 0.8115, 0.0032], [0.4705, -2.3341, 0.2736], [-1.7102, 1.3797, -0.0249], [-2.5328, -1.3142, 0.3158]],
  "smiles": "O=C1C=NN/C1=C\\O",
  "homo_lumo_gap_ev": 8.41
}

List of relative energies, unit hartree: model i 0.0977; model ii 0.0000

Model i:
{
  "formula": "C4H4N2O2",
  "method": "the ωB97M-V functional and the def2-TZVPD basis",
  "symbols": ["C", "C", "C", "C", "H", "H", "H", "H", "N", "N", "O", "O"],
  "positions_angstrom": [[1.6149, -1.2862, 1.6141], [0.7844, -0.2312, 1.2220], [-0.1997, 0.6554, -0.7676], [-1.2570, -0.0435, -1.2410], [2.4048, -2.1946, 0.5775], [1.0971, -1.5053, 2.8822], [-0.1850, 0.2541, 2.1043], [-1.2897, -1.3537, -1.4762], [-1.3372, 2.1495, -1.8950], [-0.5085, 2.1623, -0.9436], [0.9259, 0.4724, -0.1156], [-2.0499, 0.9210, -1.9611]],
  "homo_lumo_gap_ev": 9.66
}

Model ii:
{
  "formula": "C4H4N2O2",
  "method": "the ωB97M-V functional and the def2-TZVPD basis",
  "symbols": ["C", "C", "C", "C", "H", "H", "H", "H", "N", "N", "O", "O"],
  "positions_angstrom": [[-0.9813, -0.2595, 0.1177], [-0.7514, 1.0555, -0.0155], [1.0809, 0.0975, -0.0275], [2.4127, 0.0329, -0.0376], [-2.9498, -0.4266, -0.2933], [-2.2735, -1.9474, 0.2898], [-1.2898, 2.0636, -0.2881], [2.9364, 1.0906, 0.6334], [-2.1387, -0.9706, -0.2805], [0.5608, 1.2693, -0.0993], [3.1770, -0.9785, -0.2421], [0.2167, -1.0268, 0.2430]],
  "homo_lumo_gap_ev": 8.30
}

List of relative energies, unit hartree: model i 0.2420; model ii 0.0000

Model i:
{
  "formula": "H16O8",
  "method": "the ωB97M-V functional and the def2-TZVPD basis",
  "symbols": ["O", "H", "H", "O", "H", "H", "O", "H", "H", "O", "H", "H", "O", "H", "H", "O", "H", "H", "O", "H", "H", "O", "H", "H"],
  "positions_angstrom": [[0.1257, 0.5345, 0.2158], [-0.8057, 0.7679, 0.1318], [0.2092, -0.2821, -0.2892], [2.4504, -3.1983, -3.8788], [2.7410, -2.7714, -4.6925], [2.1273, -2.4712, -3.3348], [-0.2116, -0.6901, 2.2368], [-0.1708, 0.2694, 2.3177], [0.3825, -1.0090, 2.9256], [2.5474, -0.6953, -1.3491], [3.0126, -1.4265, -1.7707], [3.1114, 0.0685, -1.5152], [-1.9383, 2.6225, 4.0709], [-1.8658, 2.4717, 3.1217], [-1.8985, 1.7383, 4.4525], [0.5720, 3.2098, 2.3634], [1.0951, 2.9024, 1.6144], [-0.3196, 2.8988, 2.1701], [1.5173, -0.9596, -4.7477], [0.9322, -1.4879, -4.1931], [1.1226, -1.0157, -5.6252], [-4.7085, -0.1574, 1.9768], [-4.3863, -1.0019, 1.6420], [-5.6417, -0.3173, 2.1571]],
  "smiles": "O.O.O.O.O.O.O.O",
  "homo_lumo_gap_ev": 10.71
}

Model ii:
{
  "formula": "H16O8",
  "method": "the ωB97M-V functional and the def2-TZVPD basis",
  "symbols": ["O", "H", "H", "O", "H", "H", "O", "H", "H", "O", "H", "H", "O", "H", "H", "O", "H", "H", "O", "H", "H", "O", "H", "H"],
  "positions_angstrom": [[0.8708, 0.2442, 1.0747], [0.3497, -0.5148, 0.5761], [0.2738, 0.9979, 0.8908], [0.0559, -2.1521, -3.6557], [-0.7852, -1.7874, -3.4885], [0.2659, -1.7107, -4.5479], [2.4618, 0.7297, 0.1475], [3.3771, 0.5881, -0.2702], [2.4698, 0.1029, 0.8997], [-0.9780, -3.5334, -1.2644], [-1.1372, -4.0206, -2.0878], [-1.5906, -3.8592, -0.6251], [-1.1509, 2.7010, -2.2976], [-1.7515, 2.9091, -1.6383], [-1.1144, 3.4157, -2.9489], [-1.4610, -0.2397, 5.2908], [-2.0180, -1.0576, 5.0194], [-1.0545, -0.1403, 4.3978], [2.4936, 2.8628, 3.8685], [2.3536, 2.9967, 2.9908], [1.8357, 3.3041, 4.3883], [-1.9284, -0.6854, -2.9559], [-2.1580, -0.8867, -2.0625], [-2.2275, 0.2468, -3.1566]],
  "smiles": "O.O.O.O.O.O.O.O",
  "homo_lumo_gap_ev": 9.67
}

Model iii:
{
  "formula": "H16O8",
  "method": "the ωB97M-V functional and the def2-TZVPD basis",
  "symbols": ["O", "H", "H", "O", "H", "H", "O", "H", "H", "O", "H", "H", "O", "H", "H", "O", "H", "H", "O", "H", "H", "O", "H", "H"],
  "positions_angstrom": [[0.1022, 0.0751, 0.5823], [-0.3620, 0.8764, 0.3151], [-0.4754, -0.6390, 0.2900], [2.4792, 0.8434, 0.1273], [1.9722, 0.0439, -0.0535], [2.5330, 1.2854, -0.7275], [3.2302, -1.1270, 2.2415], [3.0618, -0.7084, 3.0932], [3.7617, -1.9005, 2.4613], [-2.2532, -0.6924, -1.6729], [-1.6082, -0.5441, -2.3735], [-3.0628, -0.9202, -2.1438], [1.0350, 2.4817, -0.6897], [0.4679, 1.7481, -0.9526], [0.7742, 2.6656, 0.2198], [-3.9191, -0.3018, 1.1888], [-3.3452, -0.5775, 0.4651], [-4.4154, 0.4400, 0.8249], [-4.0334, -3.9106, -0.9974], [-3.5249, -3.3765, -0.3768], [-3.3767, -4.2256, -1.6287], [3.9655, 3.0631, -0.0728], [3.6779, 2.4420, -0.7514], [3.3155, 2.9588, 0.6312]],
  "smiles": "O.O.O.O.O.O.O.O",
  "homo_lumo_gap_ev": 9.58
}

Model iv:
{
  "formula": "H16O8",
  "method": "the ωB97M-V functional and the def2-TZVPD basis",
  "symbols": ["O", "H", "H", "O", "H", "H", "O", "H", "H", "O", "H", "H", "O", "H", "H", "O", "H", "H", "O", "H", "H", "O", "H", "H"],
  "positions_angstrom": [[-3.1158, -0.1273, 0.2368], [-2.3658, -0.4590, -0.3158], [-3.8572, -0.6621, -0.0358], [1.0591, -3.3163, 0.7421], [0.7881, -3.8268, 0.0190], [0.4194, -2.5813, 0.7040], [2.3049, -1.2710, -1.1517], [1.9487, -2.0106, -0.6095], [2.8602, -1.7339, -1.7590], [-0.6028, -0.9823, -0.5047], [-0.5793, -0.3942, 0.2835], [0.1993, -0.5988, -0.8961], [2.3597, 0.7560, 0.9520], [2.9923, 0.0918, 1.3467], [2.6177, 0.7859, -0.0046], [-0.1596, 0.5660, 1.6005], [0.8087, 0.6768, 1.4261], [-0.2999, 1.1926, 2.2723], [0.6452, 2.3041, -0.8236], [-0.0196, 2.7207, -1.3717], [0.0754, 1.7391, -0.3277], [-2.3230, 2.4400, -0.7479], [-2.6412, 1.6736, -0.2112], [-3.1145, 3.0169, -0.8238]],
  "smiles": "O.O.O.O.O.O.O.O",
  "homo_lumo_gap_ev": 11.25
}

List of relative energies, unit hartree: model i 0.0676; model ii 0.1391; model iii 0.0804; model iv 0.0000